No. 1
{
  "formula": "C3H4S2",
  "method": "ωB97M-V/def2-TZVPD",
  "smiles": "SC1=C=C1.S",
  "de_lowest_kj_mol": 381.90,
  "energy_ha": -912.9150,
  "homo_energy_ev": -9.1,
  "species": ["C", "C", "C", "S", "S", "H", "H", "H", "H"],
  "coordinates": [[2.43, 0.70, -0.89], [2.62, 1.22, 0.39], [1.52, 0.43, 0.07], [0.24, -0.54, 0.56], [-3.48, -0.39, -0.50], [2.68, 0.39, -1.88], [-2.28, -1.07, -0.55], [-0.13, -0.07, 1.86], [-3.61, -0.67, 0.93]],
  "nbo_charge": [-0.182, -0.089, -0.241, 0.120, -0.312, 0.237, 0.151, 0.157, 0.159]
}

=====

No. 2
{
  "formula": "C60H165N15O15",
  "method": "ωB97M-V/def2-TZVPD",
  "de_lowest_kj_mol": 497.87,
  "energy_ha": -4334.5439,
  "homo_energy_ev": -8.7,
  "species": ["C", "C", "C", "O", "C", "N", "H", "H", "H", "H", "H", "H", "H", "H", "H", "H", "H", "C", "C", "C", "O", "C", "N", "H", "H", "H", "H", "H", "H", "H", "H", "H", "H", "H", "C", "C", "C", "O", "C", "N", "H", "H", "H", "H", "H", "H", "H", "H", "H", "H", "H", "C", "C", "C", "O", "C", "N", "H", "H", "H", "H", "H", "H", "H", "H", "H", "H", "H", "C", "C", "C", "O", "C", "N", "H", "H", "H", "H", "H", "H", "H", "H", "H", "H", "H", "C", "C", "C", "O", "C", "N", "H", "H", "H", "H", "H", "H", "H", "H", "H", "H", "H", "C", "C", "C", "O", "C", "N", "H", "H", "H", "H", "H", "H", "H", "H", "H", "H", "H", "C", "C", "C", "O", "C", "N", "H", "H", "H", "H", "H", "H", "H", "H", "H", "H", "H", "C", "C", "C", "O", "C", "N", "H", "H", "H", "H", "H", "H", "H", "H", "H", "H", "H", "C", "C", "C", "O", "C", "N", "H", "H", "H", "H", "H", "H", "H", "H", "H", "H", "H", "C", "C", "C", "O", "C", "N", "H", "H", "H", "H", "H", "H", "H", "H", "H", "H", "H", "C", "C", "C", "O", "C", "N", "H", "H", "H", "H", "H", "H", "H", "H", "H", "H", "H", "C", "C", "C", "O", "C", "N", "H", "H", "H", "H", "H", "H", "H", "H", "H", "H", "H", "C", "C", "C", "O", "C", "N", "H", "H", "H", "H", "H", "H", "H", "H", "H", "H", "H", "C", "C", "C", "O", "C", "N", "H", "H", "H", "H", "H", "H", "H", "H", "H", "H", "H"],
  "coordinates": [[2.32, 4.31, 6.71], [2.84, 4.30, 5.26], [4.27, 3.84, 5.13], [4.67, 3.69, 3.78], [5.39, 2.54, 3.44], [2.01, 3.29, 4.57], [2.33, 3.25, 6.97], [1.33, 4.78, 6.60], [2.98, 4.91, 7.40], [2.68, 5.34, 4.93], [4.20, 2.83, 5.58], [5.03, 4.42, 5.74], [5.44, 1.75, 4.23], [6.41, 2.69, 3.01], [4.81, 2.05, 2.67], [1.01, 3.41, 4.71], [2.20, 3.27, 3.54], [-0.75, 5.95, -2.25], [0.73, 5.91, -1.74], [0.95, 4.79, -0.76], [2.17, 5.20, -0.12], [2.37, 4.73, 1.24], [1.69, 5.89, -2.93], [-1.46, 6.06, -1.49], [-0.95, 5.03, -2.79], [-0.89, 6.76, -3.00], [1.00, 6.75, -1.15], [0.90, 3.87, -1.31], [0.16, 4.79, 0.04], [1.40, 4.75, 1.73], [3.16, 5.39, 1.70], [2.69, 3.68, 1.39], [2.03, 4.99, -3.22], [2.48, 6.42, -2.64], [-0.46, 4.88, -7.82], [-0.20, 5.26, -6.41], [-0.15, 3.95, -5.62], [-1.37, 3.29, -5.68], [-1.35, 2.02, -5.04], [0.89, 6.18, -6.06], [0.44, 4.30, -8.17], [-0.74, 5.68, -8.49], [-1.37, 4.24, -7.96], [-1.10, 5.80, -6.13], [0.23, 4.09, -4.56], [0.52, 3.35, -6.22], [-1.31, 2.09, -3.95], [-0.52, 1.40, -5.47], [-2.27, 1.59, -5.37], [1.00, 6.25, -5.02], [1.78, 5.74, -6.45], [-0.04, -6.84, 2.65], [1.09, -5.83, 3.00], [2.34, -6.13, 2.09], [3.49, -5.42, 2.51], [4.57, -5.72, 1.54], [0.57, -4.50, 2.67], [0.25, -7.90, 2.90], [-0.30, -6.79, 1.58], [-0.93, -6.70, 3.29], [1.32, -5.83, 4.11], [2.12, -5.89, 1.03], [2.61, -7.19, 2.14], [4.65, -6.78, 1.46], [5.52, -5.29, 1.81], [4.23, -5.26, 0.60], [-0.24, -4.34, 3.25], [1.26, -3.81, 2.81], [5.25, -1.65, 3.00], [3.82, -1.96, 3.37], [3.20, -0.69, 3.90], [3.91, -0.17, 5.00], [3.45, -0.70, 6.26], [2.93, -2.21, 2.16], [5.69, -2.47, 2.42], [5.87, -1.42, 3.90], [5.28, -0.71, 2.42], [3.74, -2.86, 4.02], [2.16, -0.94, 4.21], [3.20, 0.18, 3.21], [4.11, -0.44, 7.09], [3.45, -1.79, 6.17], [2.46, -0.35, 6.46], [3.21, -1.48, 1.50], [3.12, -3.10, 1.80], [-4.85, -3.45, -1.59], [-3.47, -2.95, -1.11], [-2.90, -3.69, 0.07], [-3.83, -3.74, 1.14], [-3.28, -4.44, 2.25], [-2.37, -2.94, -2.09], [-4.75, -4.54, -1.83], [-5.23, -2.99, -2.53], [-5.69, -3.37, -0.87], [-3.60, -1.93, -0.70], [-1.97, -3.26, 0.42], [-2.63, -4.66, -0.32], [-2.47, -3.95, 2.77], [-2.79, -5.34, 1.96], [-4.15, -4.54, 2.89], [-1.97, -3.81, -2.33], [-2.61, -2.36, -2.90], [-5.81, -0.13, -5.87], [-5.14, 0.03, -4.48], [-6.13, -0.05, -3.32], [-6.75, -1.31, -3.46], [-7.64, -1.62, -2.42], [-4.04, -0.87, -4.22], [-4.98, 0.21, -6.57], [-6.78, 0.40, -6.11], [-6.05, -1.20, -6.07], [-4.75, 1.03, -4.38], [-6.93, 0.67, -3.42], [-5.56, 0.11, -2.41], [-8.72, -1.43, -2.66], [-7.33, -1.17, -1.44], [-7.57, -2.68, -2.36], [-3.28, -0.66, -4.83], [-4.27, -1.86, -4.35], [-8.00, -0.02, 5.15], [-7.35, 1.10, 4.34], [-7.17, 0.72, 2.82], [-5.99, -0.04, 2.67], [-5.91, -0.80, 1.45], [-8.16, 2.25, 4.45], [-8.05, 0.34, 6.21], [-7.47, -0.93, 5.16], [-8.93, -0.24, 4.69], [-6.31, 1.27, 4.63], [-7.07, 1.64, 2.24], [-8.13, 0.19, 2.62], [-5.29, -1.68, 1.64], [-5.60, -0.32, 0.51], [-6.87, -1.24, 1.16], [-7.59, 3.12, 4.46], [-8.92, 2.24, 5.11], [-2.31, -1.14, 2.97], [-1.46, -0.96, 4.21], [-2.22, -0.25, 5.28], [-1.50, -0.19, 6.53], [-0.50, 0.88, 6.53], [-1.09, -2.31, 4.75], [-3.12, -1.81, 3.24], [-1.74, -1.56, 2.20], [-2.77, -0.19, 2.71], [-0.53, -0.44, 4.02], [-3.14, -0.85, 5.57], [-2.58, 0.77, 4.98], [0.46, 0.49, 6.20], [-0.30, 1.25, 7.54], [-0.79, 1.72, 5.92], [-1.87, -2.73, 5.18], [-0.48, -2.19, 5.55], [-4.27, 3.86, 5.98], [-4.53, 4.45, 4.61], [-4.07, 3.56, 3.53], [-2.60, 3.42, 3.56], [-2.01, 2.85, 2.45], [-5.93, 4.68, 4.53], [-4.74, 2.88, 6.09], [-4.73, 4.47, 6.69], [-3.16, 3.81, 6.12], [-4.03, 5.42, 4.57], [-4.29, 3.98, 2.52], [-4.58, 2.59, 3.68], [-2.17, 3.39, 1.54], [-2.40, 1.85, 2.22], [-0.92, 2.79, 2.57], [-6.37, 5.10, 5.35], [-6.25, 5.14, 3.73], [7.79, -2.78, -3.46], [7.15, -2.25, -2.16], [5.88, -1.50, -2.48], [5.27, -1.06, -1.27], [3.83, -1.19, -1.25], [6.95, -3.34, -1.18], [7.87, -1.95, -4.20], [7.09, -3.51, -3.79], [8.80, -3.31, -3.46], [7.79, -1.51, -1.64], [5.24, -2.09, -3.06], [6.18, -0.62, -3.10], [3.52, -0.86, -0.26], [3.49, -2.23, -1.43], [3.38, -0.55, -2.04], [6.34, -2.99, -0.47], [6.46, -4.19, -1.54], [6.29, 3.67, -2.81], [4.88, 4.13, -2.42], [3.84, 3.05, -2.52], [3.51, 2.83, -3.88], [2.53, 1.88, -4.10], [4.94, 4.52, -1.01], [6.96, 4.54, -2.68], [6.43, 3.43, -3.89], [6.71, 2.87, -2.17], [4.48, 5.04, -3.01], [3.00, 3.30, -1.87], [4.23, 2.12, -2.10], [1.56, 2.13, -3.69], [2.88, 0.99, -3.61], [2.33, 1.67, -5.18], [4.04, 5.02, -0.81], [5.63, 5.21, -0.71], [2.01, -4.53, -2.46], [0.94, -4.22, -1.54], [0.20, -5.50, -1.28], [-0.31, -6.00, -2.49], [-0.69, -7.34, -2.29], [1.50, -3.73, -0.23], [1.61, -4.84, -3.41], [2.55, -5.36, -2.15], [2.72, -3.77, -2.68], [0.33, -3.46, -2.03], [-0.61, -5.28, -0.54], [0.90, -6.22, -0.95], [-1.47, -7.47, -1.50], [0.11, -8.06, -2.00], [-1.08, -7.63, -3.27], [1.71, -2.73, -0.26], [0.91, -3.99, 0.56], [3.44, -2.38, -5.19], [2.09, -2.79, -5.86], [1.27, -1.52, -6.06], [0.96, -0.85, -4.89], [0.06, -1.38, -3.92], [2.34, -3.42, -7.20], [3.80, -1.34, -5.51], [4.19, -3.11, -5.44], [3.38, -2.23, -4.12], [1.55, -3.53, -5.27], [0.35, -1.72, -6.71], [1.94, -0.87, -6.66], [-1.00, -1.10, -4.21], [0.35, -0.90, -2.98], [0.19, -2.46, -3.87], [1.49, -3.64, -7.75], [2.94, -2.84, -7.75], [1.00, 1.69, 0.74], [-0.08, 0.65, 0.52], [-0.78, 0.83, -0.81], [-1.58, 1.98, -0.80], [-2.79, 1.86, -1.42], [0.56, -0.64, 0.57], [1.40, 1.45, 1.72], [0.54, 2.64, 0.80], [1.78, 1.75, -0.06], [-0.88, 0.79, 1.29], [-1.39, -0.07, -1.00], [-0.02, 0.83, -1.63], [-2.72, 2.23, -2.49], [-3.49, 2.52, -0.92], [-3.18, 0.88, -1.47], [-0.13, -1.44, 0.50], [0.95, -0.83, 1.51]],
  "lowdin_charge": [-0.067, -0.459, -0.209, -0.190, -0.111, 0.053, 0.070, 0.080, 0.096, 0.133, 0.114, 0.144, 0.087, 0.095, 0.063, 0.066, 0.058, -0.031, -0.346, -0.207, -0.238, -0.081, 0.079, 0.049, 0.058, 0.083, 0.124, 0.098, 0.132, 0.073, 0.110, 0.063, 0.045, 0.052, -0.078, -0.481, -0.255, -0.184, -0.078, 0.036, 0.097, 0.068, 0.097, 0.135, 0.120, 0.108, 0.071, 0.096, 0.069, 0.036, 0.094, -0.071, -0.381, -0.219, -0.210, -0.057, 0.045, 0.083, 0.065, 0.072, 0.147, 0.097, 0.119, 0.069, 0.077, 0.082, 0.042, 0.025, -0.048, -0.381, -0.241, -0.221, -0.066, 0.069, 0.072, 0.090, 0.082, 0.146, 0.115, 0.128, 0.094, 0.084, 0.053, 0.042, 0.007, -0.037, -0.406, -0.229, -0.179, -0.098, 0.077, 0.090, 0.053, 0.078, 0.127, 0.110, 0.108, 0.045, 0.065, 0.102, 0.049, 0.041, -0.053, -0.451, -0.203, -0.209, -0.117, 0.056, 0.085, 0.089, 0.078, 0.122, 0.127, 0.111, 0.101, 0.095, 0.063, 0.048, 0.084, -0.054, -0.468, -0.203, -0.190, -0.098, 0.028, 0.097, 0.056, 0.064, 0.111, 0.114, 0.126, 0.072, 0.072, 0.076, 0.063, 0.064, -0.043, -0.408, -0.207, -0.196, -0.069, 0.067, 0.077, 0.042, 0.068, 0.128, 0.147, 0.127, 0.056, 0.087, 0.069, 0.050, 0.069, -0.044, -0.484, -0.151, -0.186, -0.139, 0.036, 0.079, 0.056, 0.097, 0.141, 0.138, 0.125, 0.075, 0.066, 0.083, 0.099, 0.069, -0.061, -0.429, -0.228, -0.190, -0.072, 0.040, 0.082, 0.052, 0.097, 0.141, 0.081, 0.140, 0.060, 0.066, 0.081, 0.035, 0.082, -0.066, -0.443, -0.217, -0.170, -0.126, 0.031, 0.072, 0.084, 0.087, 0.153, 0.093, 0.126, 0.064, 0.063, 0.101, 0.053, 0.080, -0.075, -0.420, -0.231, -0.178, -0.121, 0.090, 0.084, 0.069, 0.053, 0.106, 0.120, 0.102, 0.096, 0.095, 0.094, 0.030, 0.022, -0.047, -0.399, -0.250, -0.227, -0.064, 0.028, 0.107, 0.068, 0.028, 0.108, 0.140, 0.127, 0.087, 0.082, 0.069, 0.078, 0.054, -0.052, -0.445, -0.205, -0.169, -0.120, 0.059, 0.069, 0.028, 0.105, 0.115, 0.119, 0.125, 0.086, 0.088, 0.059, 0.082, 0.056]
}